The following is a DFT calculation (ωB97M-V/def2-TZVPD) of 2 unconnected molecules or ions with the total composition H4N2O.

Structure (XYZ):
```
7
Properties=species:S:1:pos:R:3:mulliken_charge:R:1
N -0.0200 2.1230 -1.3637 -0.001
O 0.6685 2.2422 -0.3746 -0.228
H -0.9993 2.1893 -1.0431 0.225
N -0.1998 -1.6711 0.6954 -0.661
H 0.0766 -1.0217 -0.0397 0.211
H 0.1628 -1.3128 1.5975 0.229
H 0.3111 -2.5490 0.5282 0.225
```

* total charge: 0
* energy relative to the best compared isomer or geometry (same formula, charge and spin): 22.1 kcal/mol
* frontier orbital gap: 9.4 eV
* LUMO: -0.5 eV
* largest force on an atom: 1.4 eV/A